Record 1
Below is a structure of composition C58H54Cl2MoNO4P2S in a non-equilibrium geometry, with properties calculated with ωB97M-V/def2-TZVPD.

The frontier orbital gap (spin up / spin down) is 5.231 / 5.959 eV. The total charge is -1. The lowest unoccupied orbital energy (spin up / spin down) comes out at 2.3 / 2.3 eV. The total energy comes out at -127015.471 eV. Its spin multiplicity is 3. The energy relative to the best compared isomer or geometry (same formula, charge and spin) comes out at 23.6 kcal per mole.

Last column: Löwdin charge in e.
Atoms and positions in Å:
1 Mo -0.02 0.35 -0.25  1.247
2 O -3.48 0.53 -1.06  -0.437
3 S -2.37 -0.20 -0.40  0.861
4 C -3.02 -0.56 1.28  -0.361
5 C -4.38 -0.36 1.44  -0.080
6 C -4.96 -0.43 2.70  -0.072
7 C -4.16 -0.67 3.80  -0.075
8 C -2.79 -0.87 3.64  -0.085
9 C -2.20 -0.82 2.38  -0.366
10 P -0.38 -1.15 2.19  1.122
11 C -0.40 -2.95 2.60  -0.339
12 C 0.83 -3.56 2.90  -0.108
13 C 0.94 -4.93 3.03  -0.085
14 C -0.17 -5.74 2.85  -0.102
15 C -1.39 -5.16 2.54  -0.091
16 C -1.51 -3.78 2.42  -0.083
17 C 0.43 -0.43 3.67  -0.339
18 C 1.19 0.71 3.45  -0.112
19 C 1.93 1.29 4.48  -0.086
20 C 1.91 0.72 5.74  -0.087
21 C 1.17 -0.43 5.97  -0.086
22 C 0.44 -1.01 4.95  -0.104
23 C -2.51 -1.80 -1.27  -0.318
24 C -3.40 -2.77 -0.84  -0.064
25 C -3.69 -3.85 -1.66  -0.076
26 C -3.13 -3.92 -2.92  -0.078
27 C -2.24 -2.94 -3.35  -0.093
28 C -1.89 -1.88 -2.53  -0.330
29 P -0.60 -0.62 -3.00  1.127
30 C 0.96 -1.55 -3.27  -0.368
31 C 2.12 -0.79 -3.15  -0.109
32 C 3.38 -1.36 -3.31  -0.069
33 C 3.49 -2.72 -3.58  -0.084
34 C 2.34 -3.49 -3.70  -0.081
35 C 1.09 -2.92 -3.54  -0.082
36 C -1.09 -0.34 -4.77  -0.341
37 C -0.20 -0.33 -5.84  -0.083
38 C -0.64 -0.02 -7.13  -0.096
39 C -1.97 0.29 -7.37  -0.111
40 C -2.86 0.31 -6.31  -0.094
41 C -2.43 0.01 -5.02  -0.099
42 H -4.97 -0.12 0.56  0.111
43 H -6.02 -0.27 2.82  0.102
44 H -4.59 -0.70 4.79  0.102
45 H -2.17 -1.05 4.51  0.097
46 H 1.71 -2.94 3.01  0.114
47 H 1.91 -5.37 3.24  0.104
48 H -0.09 -6.82 2.93  0.095
49 H -2.27 -5.78 2.40  0.097
50 H -2.47 -3.35 2.18  0.091
51 H 1.23 1.13 2.45  0.076
52 H 2.52 2.17 4.28  0.106
53 H 2.49 1.17 6.55  0.099
54 H 1.18 -0.89 6.96  0.097
55 H -0.12 -1.92 5.13  0.101
56 H -3.87 -2.68 0.13  0.099
57 H -4.37 -4.62 -1.32  0.101
58 H -3.37 -4.75 -3.58  0.100
59 H -1.83 -2.99 -4.35  0.108
60 H 2.04 0.26 -2.89  0.083
61 H 4.27 -0.76 -3.18  0.109
62 H 4.47 -3.18 -3.67  0.102
63 H 2.42 -4.56 -3.89  0.100
64 H 0.21 -3.55 -3.60  0.090
65 H 0.84 -0.58 -5.68  0.096
66 H 0.07 -0.03 -7.95  0.096
67 H -2.30 0.52 -8.37  0.093
68 H -3.90 0.57 -6.48  0.098
69 H -3.13 0.05 -4.19  0.107
70 Cl 5.22 -5.05 0.26  0.593
71 C 4.27 -3.57 0.19  -0.686
72 C 4.92 -2.34 0.28  -0.167
73 C 4.16 -1.18 0.22  -0.564
74 Cl 5.03 0.33 0.34  0.737
75 C 2.76 -1.15 0.04  -0.381
76 O 2.10 -0.03 0.00  -0.252
77 C 2.14 -2.45 -0.07  -0.168
78 C 0.78 -2.60 -0.36  -0.223
79 O -0.04 -1.60 -0.58  -0.505
80 C 2.92 -3.63 0.02  -0.097
81 H 5.99 -2.28 0.40  0.089
82 H 0.36 -3.60 -0.46  0.131
83 H 2.42 -4.59 -0.07  0.111
84 C -2.02 2.19 2.12  -0.079
85 C -1.45 3.55 2.47  -0.337
86 C -0.82 3.48 3.87  -0.049
87 C -0.43 4.21 1.53  -0.122
88 C -0.36 5.60 1.70  -0.076
89 C 0.63 6.37 1.13  -0.098
90 C 1.66 5.71 0.47  -0.064
91 C 1.64 4.33 0.26  -0.130
92 C 3.00 3.74 -0.14  -0.348
93 C 3.13 2.94 -1.43  -0.078
94 C 3.52 2.94 1.06  -0.110
95 C 0.50 3.58 0.66  -0.143
96 N 0.24 2.28 0.14  -0.111
97 H -2.74 1.89 2.89  0.088
98 H -1.22 1.45 2.09  0.026
99 H -2.51 2.20 1.15  0.068
100 H -2.29 4.25 2.54  0.125
101 H 0.00 2.75 3.87  0.049
102 H -1.56 3.15 4.61  0.081
103 H -0.41 4.44 4.19  0.075
104 H -1.12 6.07 2.31  0.108
105 H 0.63 7.45 1.24  0.092
106 H 2.51 6.27 0.12  0.102
107 H 3.65 4.61 -0.26  0.112
108 H 2.52 2.04 -1.40  0.033
109 H 4.17 2.62 -1.56  0.068
110 H 2.85 3.54 -2.30  0.075
111 H 3.02 1.96 1.10  0.032
112 H 3.33 3.48 1.99  0.078
113 H 4.59 2.75 0.98  0.031
114 C -2.29 3.95 -1.35  -0.104
115 O -1.91 2.70 -0.81  -0.237
116 C -0.58 2.23 -1.04  -0.593
117 C -0.06 2.74 -2.36  -0.078
118 H -2.50 3.88 -2.42  0.079
119 H -1.55 4.73 -1.19  0.085
120 H -3.21 4.23 -0.84  0.091
121 H 0.29 3.78 -2.30  0.079
122 H -0.85 2.68 -3.12  0.073
123 H 0.77 2.13 -2.71  0.032

=====

Record 2
Below is a cluster of 7 separate species, C58H58BrF6NO5S in total, with properties calculated with ωB97M-V/def2-TZVPD.

The frontier orbital gap is 8.110 eV. The total charge is 0. The lowest unoccupied orbital energy comes out at -1.0 eV. The total energy comes out at -169995.688 eV. Its SMILES is [H]/N=C(\C)Cc1c(OCCC)cc(CCCBr)c2c1C(=O)C(OC[C@H](C)O)=C(S)C2=O.Fc1ccccc1.Fc1ccccc1.Fc1ccccc1.Fc1ccccc1.Fc1ccccc1.Fc1ccccc1.

Last column: Löwdin charge in e.
Atoms and positions in Å:
1 C 1.56 -0.22 6.01  -0.084
2 C 2.74 -1.04 5.47  -0.202
3 C 2.57 -2.55 5.56  -0.175
4 O 2.14 -3.19 4.35  -0.063
5 C 1.14 -2.60 3.64  -0.230
6 C 1.51 -1.82 2.55  0.072
7 C 0.58 -1.19 1.74  -0.097
8 C 0.97 -0.31 0.58  -0.123
9 C 2.46 -0.09 0.32  -0.270
10 C 3.01 1.12 1.08  -0.579
11 Br 4.28 2.09 -0.03  0.696
12 C -0.76 -1.37 2.07  -0.026
13 C -1.14 -2.16 3.17  -0.015
14 C -0.20 -2.81 3.97  -0.073
15 C -0.56 -3.70 5.12  -0.075
16 C -0.74 -5.17 4.77  -0.407
17 C 0.25 -5.79 3.83  -0.020
18 N -1.71 -5.78 5.30  0.147
19 C -2.60 -2.28 3.43  -0.253
20 O -3.12 -3.27 3.88  0.155
21 C -3.43 -1.08 3.09  -0.269
22 O -4.57 -0.90 3.78  -0.019
23 C -4.38 -0.72 5.19  -0.094
24 C -3.40 0.42 5.52  -0.356
25 C -2.10 -0.06 6.17  -0.018
26 O -4.09 1.31 6.42  -0.041
27 C -3.06 -0.31 2.06  -0.456
28 S -3.95 1.10 1.50  0.863
29 C -1.85 -0.72 1.29  -0.346
30 O -1.81 -0.56 0.09  0.086
31 H 1.35 0.63 5.37  0.073
32 H 0.65 -0.83 6.09  0.047
33 H 1.77 0.16 7.01  0.075
34 H 2.99 -0.74 4.45  0.092
35 H 3.62 -0.81 6.07  0.108
36 H 1.89 -2.80 6.38  0.110
37 H 3.52 -3.02 5.79  0.125
38 H 2.57 -1.71 2.37  0.121
39 H 0.50 0.66 0.76  0.098
40 H 0.51 -0.70 -0.32  0.120
41 H 2.63 0.06 -0.74  0.061
42 H 3.02 -0.99 0.58  0.103
43 H 2.22 1.82 1.32  0.035
44 H 3.52 0.82 1.99  0.056
45 H 0.21 -3.65 5.89  0.109
46 H -1.49 -3.39 5.60  0.104
47 H 0.19 -6.88 3.88  0.078
48 H 0.04 -5.49 2.80  0.093
49 H 1.27 -5.48 4.06  0.076
50 H -1.72 -6.76 5.02  0.052
51 H -5.35 -0.46 5.59  0.137
52 H -4.08 -1.66 5.65  0.125
53 H -3.17 0.97 4.61  0.131
54 H -1.98 0.46 7.12  0.088
55 H -2.11 -1.13 6.39  0.071
56 H -1.23 0.17 5.56  0.061
57 H -4.09 2.19 6.03  0.091
58 H -5.14 0.50 1.35  -0.107
59 F 6.86 -1.59 -1.64  0.042
60 C 7.29 -0.63 -2.49  -0.288
61 C 7.04 0.69 -2.19  -0.034
62 C 7.49 1.67 -3.06  -0.077
63 C 8.17 1.32 -4.22  -0.094
64 C 8.41 -0.02 -4.50  -0.082
65 C 7.97 -1.01 -3.64  -0.014
66 H 6.50 0.93 -1.28  0.043
67 H 7.31 2.71 -2.83  0.105
68 H 8.52 2.09 -4.89  0.101
69 H 8.93 -0.29 -5.41  0.104
70 H 8.14 -2.06 -3.84  0.118
71 F 4.05 -5.29 -3.40  0.052
72 C 3.53 -4.04 -3.37  -0.283
73 C 4.26 -3.03 -2.77  -0.008
74 C 3.73 -1.75 -2.75  -0.080
75 C 2.48 -1.51 -3.30  -0.101
76 C 1.76 -2.54 -3.89  -0.079
77 C 2.29 -3.83 -3.93  -0.017
78 H 5.23 -3.25 -2.34  0.107
79 H 4.29 -0.94 -2.30  0.092
80 H 2.06 -0.51 -3.28  0.102
81 H 0.78 -2.35 -4.32  0.107
82 H 1.75 -4.65 -4.38  0.117
83 F 3.46 0.72 -5.86  0.052
84 C 2.42 0.71 -6.71  -0.293
85 C 2.40 -0.22 -7.73  -0.017
86 C 1.32 -0.22 -8.60  -0.085
87 C 0.29 0.70 -8.45  -0.098
88 C 0.34 1.62 -7.41  -0.085
89 C 1.41 1.63 -6.53  -0.019
90 H 3.22 -0.92 -7.83  0.118
91 H 1.29 -0.94 -9.41  0.104
92 H -0.55 0.69 -9.13  0.100
93 H -0.47 2.34 -7.28  0.104
94 H 1.46 2.33 -5.71  0.116
95 F -0.45 2.60 1.36  0.032
96 C -0.33 3.79 0.72  -0.270
97 C 0.74 3.99 -0.13  -0.012
98 C 0.85 5.23 -0.76  -0.071
99 C -0.10 6.21 -0.54  -0.098
100 C -1.17 5.97 0.31  -0.084
101 C -1.29 4.75 0.95  -0.019
102 H 1.48 3.22 -0.30  0.077
103 H 1.67 5.41 -1.43  0.109
104 H -0.02 7.17 -1.05  0.105
105 H -1.92 6.74 0.48  0.108
106 H -2.12 4.54 1.62  0.116
107 F -1.75 5.78 -3.27  0.052
108 C -3.09 5.94 -3.29  -0.288
109 C -3.85 5.15 -2.44  -0.016
110 C -5.23 5.31 -2.46  -0.081
111 C -5.82 6.24 -3.31  -0.097
112 C -5.03 7.01 -4.14  -0.085
113 C -3.65 6.87 -4.14  -0.019
114 H -3.37 4.43 -1.80  0.115
115 H -5.84 4.71 -1.80  0.104
116 H -6.89 6.36 -3.31  0.100
117 H -5.49 7.73 -4.81  0.104
118 H -3.01 7.46 -4.78  0.116
119 F -7.53 -1.59 -2.82  0.050
120 C -6.75 -2.03 -1.81  -0.288
121 C -5.51 -1.46 -1.63  -0.007
122 C -4.71 -1.91 -0.58  -0.080
123 C -5.17 -2.92 0.25  -0.080
124 C -6.42 -3.48 0.05  -0.078
125 C -7.22 -3.03 -0.99  -0.019
126 H -5.17 -0.67 -2.29  0.121
127 H -3.74 -1.47 -0.43  0.073
128 H -4.55 -3.27 1.07  0.099
129 H -6.77 -4.27 0.70  0.106
130 H -8.21 -3.45 -1.17  0.116